{"formula": "C9H5NO2", "method": "wB97M-V/def2-TZVPD", "max_force_ha_per_bohr": 0.1303, "smiles": "O=C1C=CC(=O)c2cnccc21", "de_lowest_kcal_mol": 73.8, "charge": 0, "gap_ev": 8.09, "symbols": ["O", "C", "C", "C", "C", "O", "C", "C", "N", "C", "C", "C", "H", "H", "H", "H", "H"], "positions_angstrom": [[-0.725812, -0.912261, -2.664176], [-0.101407, -0.400527, -1.653471], [1.380252, 0.018759, -2.043108], [2.158808, 0.183795, -1.013470], [1.749320, 0.310702, 0.329350], [2.670192, 0.066202, 1.265334], [0.327746, 0.257852, 0.572071], [-0.112595, 0.704986, 1.827518], [-1.378647, 0.279055, 2.260995], [-2.452288, -0.108082, 1.427338], [-2.055743, -0.248850, -0.016488], [-0.717183, -0.237544, -0.310773], [1.587081, -0.178158, -3.039714], [3.242808, 0.282603, -0.990393], [0.622096, 0.988212, 2.668586], [-3.385342, -0.398020, 2.021216], [-2.809288, -0.608724, -0.640814]], "forces_ev_per_angstrom": [[1.89, 1.83, 4.20], [-1.68, -1.76, -6.24], [-4.06, -1.23, 2.59], [3.61, 1.36, -0.33], [3.36, -3.25, 4.33], [-4.58, 1.97, -3.95], [-2.92, 1.10, 2.68], [-1.48, -3.03, 1.18], [-1.49, 1.10, -1.17], [5.24, 0.72, 0.01], [-0.79, -0.52, 4.36], [3.05, 1.79, -0.44], [0.57, -0.09, -1.62], [0.06, -0.11, -0.91], [-1.36, -0.08, -1.61], [1.31, 0.48, -1.55], [-0.74, -0.28, -1.52]], "lowdin_charge": [0.030, -0.212, 0.077, -0.045, -0.285, 0.031, -0.101, -0.032, 0.034, -0.026, 0.030, -0.097, 0.099, 0.134, 0.149, 0.126, 0.090]}